ORCA calculation (ωB97M-V with the def2-TZVPD basis set) on a 5-piece molecular cluster, C39H73N2O13 overall.

```
! wB97M-V def2-TZVPD RIJCOSX def2/J DEFGRID3
* xyz 1 1
N 3.8545 -0.3882 -1.8327
C 2.9075 0.3261 -2.6785
C 2.6924 1.7245 -2.0615
C 1.3108 2.2251 -2.2969
C 0.9390 3.0957 -3.2992
C -0.3982 3.4503 -3.4232
C -1.3584 2.9304 -2.5533
C -0.9732 2.0745 -1.5507
C -1.8640 1.4457 -0.5267
C -3.3109 1.9416 -0.6205
O -3.5811 3.0523 -0.2420
C -4.3085 0.9802 -1.1808
C -4.6431 0.9905 -2.5309
C -5.5585 0.0683 -3.0247
C -6.1379 -0.8642 -2.1744
C -5.8072 -0.8700 -0.8242
C -4.8909 0.0461 -0.3254
N 0.3430 1.7641 -1.4726
H 3.5303 -0.3958 -0.8736
H 3.9438 -1.3579 -2.1123
H 3.3783 0.4503 -3.6523
H 1.9516 -0.1959 -2.8048
H 3.3927 2.4326 -2.4991
H 2.9013 1.6929 -0.9909
H 1.6970 3.4873 -3.9614
H -0.7106 4.1516 -4.1851
H -2.3847 3.2421 -2.6703
H -1.8454 0.3614 -0.6613
H -1.4808 1.6694 0.4711
H -4.2127 1.7206 -3.2041
H -5.8148 0.0856 -4.0743
H -6.8486 -1.5807 -2.5617
H -6.2593 -1.5884 -0.1556
H -4.6522 0.0313 0.7305
H 0.6330 1.1271 -0.7373
C 0.4595 8.2654 -6.3065
O 0.3391 8.0204 -4.9213
C 0.8788 9.0487 -4.1038
C 0.0020 9.3517 -2.9108
O -1.2094 10.0123 -3.2178
C -2.2679 9.2748 -3.7960
C -2.9653 8.3226 -2.8542
O -2.1528 7.1909 -2.5796
C -2.2836 6.6731 -1.2767
H 1.4874 8.1190 -6.6561
H -0.1909 7.5597 -6.8217
H 0.1409 9.2806 -6.5615
H 1.0209 9.9656 -4.6850
H 1.8604 8.7283 -3.7305
H 0.5532 10.0647 -2.2930
H -0.1636 8.4530 -2.3116
H -1.9499 8.7530 -4.7021
H -3.0024 10.0291 -4.0861
H -3.8970 7.9914 -3.3306
H -3.2193 8.8457 -1.9265
H -2.2441 7.4519 -0.5087
H -1.4401 5.9974 -1.1271
H -3.2152 6.1077 -1.1574
C -0.9947 -5.9464 -0.4352
O -0.3501 -5.5618 -1.6364
C -0.2283 -4.1608 -1.7591
C 1.1375 -3.7493 -2.2636
O 2.2091 -3.9659 -1.3624
C 2.6607 -5.2972 -1.1421
C 3.3937 -5.9216 -2.3051
O 2.5095 -6.2680 -3.3527
C 3.0606 -6.1283 -4.6429
H -2.0812 -5.8280 -0.4889
H -0.7659 -6.9943 -0.2494
H -0.5936 -5.3564 0.3938
H -0.3966 -3.6838 -0.7851
H -0.9849 -3.7808 -2.4604
H 1.1059 -2.6602 -2.3871
H 1.3435 -4.1842 -3.2438
H 1.8488 -5.9425 -0.8039
H 3.3794 -5.2076 -0.3241
H 3.8930 -6.8274 -1.9374
H 4.1642 -5.2290 -2.6643
H 3.5402 -5.1504 -4.7685
H 2.2427 -6.2117 -5.3560
H 3.7956 -6.9113 -4.8569
C 0.7446 -4.9405 2.8677
O -0.2777 -5.6155 3.5568
C 0.1644 -6.3776 4.6687
C -0.7612 -6.2304 5.8531
O -0.7121 -4.9635 6.4808
C -1.3586 -3.8653 5.8671
C -2.8672 -3.8941 5.9434
O -3.4203 -4.8492 5.0555
C -4.5696 -5.4974 5.5528
H 1.3255 -5.6265 2.2384
H 0.2753 -4.1911 2.2293
H 1.4221 -4.4283 3.5599
H 1.1753 -6.0757 4.9644
H 0.1940 -7.4376 4.3859
H -0.4068 -6.9288 6.6150
H -1.7815 -6.5162 5.5885
H -1.0275 -3.7214 4.8355
H -1.0300 -2.9993 6.4466
H -3.2395 -2.8961 5.6735
H -3.1701 -4.1050 6.9746
H -4.4082 -5.8719 6.5691
H -4.7752 -6.3429 4.8987
H -5.4409 -4.8326 5.5555
C 3.3110 0.1837 6.5985
O 2.6853 0.6243 5.4109
C 3.2214 1.8185 4.8751
C 3.3105 1.7586 3.3681
O 4.3007 0.8798 2.8666
C 4.0754 -0.5145 2.9263
C 3.0657 -1.0360 1.9328
O 1.7377 -0.6816 2.3022
C 0.9040 -0.3825 1.2213
H 3.0191 0.7950 7.4585
H 2.9905 -0.8418 6.7733
H 4.4016 0.2001 6.5040
H 4.2162 2.0188 5.2870
H 2.5676 2.6595 5.1423
H 3.6252 2.7487 3.0290
H 2.3275 1.5535 2.9345
H 3.8225 -0.8443 3.9359
H 5.0367 -0.9600 2.6603
H 3.1430 -2.1295 1.8990
H 3.3042 -0.6418 0.9383
H 1.3933 0.3289 0.5319
H 0.0033 0.0851 1.6218
H 0.6191 -1.2821 0.6583
*
```

Energy   -2616.9756 hartree
Lowest unoccupied orbital energy   -3.892 eV
Kohn-Sham gap   6.7 eV
Maximum force   0.6 eV/A
E_HOMO   -10.60 eV

=====

ORCA calculation (ωB97M-V with the def2-TZVPD basis set) on a 2-piece molecular cluster, CH3O3P overall at a distorted geometry.

```
! wB97M-V def2-TZVPD RIJCOSX def2/J DEFGRID3
* xyz 0 1
C 1.0097 -0.3453 -0.0366
O -3.1456 0.2849 0.2982
O 1.5466 0.7659 -0.5925
O -0.8244 0.1865 0.3410
P -2.0695 -0.3655 -0.4273
H 1.0977 -0.7375 0.8970
H 0.6778 -1.0485 -0.7008
H 1.7077 1.2594 0.2211
*
```

Energy   -606.9353 hartree
Lowest unoccupied orbital energy   -0.008 eV
Kohn-Sham gap   9.6 eV
Maximum force   5.7 eV/A
E_HOMO   -9.62 eV
ΔE to the lowest compared entry with this formula, charge and spin   236.0 kJ/mol

=====

ORCA calculation (ωB97M-V with the def2-TZVPD basis set) on C12H37LiN3O5 as an isolated structure at a distorted geometry.

```
! wB97M-V def2-TZVPD RIJCOSX def2/J DEFGRID3
* xyz 1 1
Li -2.2544 -0.0321 0.2284
O -3.4532 2.0326 1.8855
H -3.6514 2.9419 1.6616
H -3.8042 1.9210 2.7690
O -4.2455 -2.1012 1.8697
H -4.6737 -1.5273 2.5049
H -4.5862 -2.9737 2.0666
C 0.1043 -2.4293 3.2535
C 0.1512 -0.9249 3.5603
C 1.2763 -0.5692 4.5804
O 1.1850 0.8205 4.8274
C 2.0749 1.2937 5.8292
N 0.2900 -0.1753 2.3150
H 1.0817 -2.7088 2.8603
H -0.7027 -2.6692 2.5612
H -0.0553 -3.0334 4.1467
H -0.7245 -0.6193 4.1328
H 2.2488 -0.7709 4.1312
H 1.2089 -1.1546 5.4974
H 1.5737 1.0502 6.7660
H 2.1389 2.3819 5.8336
H 3.0746 0.8686 5.7401
H 1.2325 -0.1917 1.9521
H 0.2428 0.7955 2.5894
C -4.5628 0.7842 -2.3542
C -3.2682 0.2410 -2.9691
C -2.2154 1.3882 -3.0443
O -1.6493 1.6300 -1.7678
C -0.9450 2.8736 -1.6739
N -2.8026 -0.8401 -2.1290
H -5.2246 -0.0209 -2.0347
H -5.0369 1.3321 -3.1685
H -4.4484 1.5431 -1.5802
H -3.4282 -0.1100 -3.9886
H -2.7355 2.2900 -3.3674
H -1.4133 1.1458 -3.7414
H -0.6334 3.0772 -0.6495
H -1.4906 3.6944 -2.1394
H -0.0503 2.8373 -2.2955
H -3.3481 -1.6866 -2.0518
H -1.9606 -1.2738 -2.4797
C 2.0483 -1.9937 -1.7842
C 3.4018 -1.3420 -1.6631
C 3.6293 -0.0365 -2.5157
O 3.4521 -0.3624 -3.8962
C 3.6507 0.7017 -4.7457
N 3.4993 -0.9830 -0.2711
H 1.9600 -2.5610 -2.7108
H 1.2815 -1.2541 -2.0147
H 1.7220 -2.7272 -1.0469
H 4.1433 -2.0824 -1.9631
H 4.6335 0.3411 -2.3232
H 2.9641 0.7898 -2.2652
H 3.1264 0.3697 -5.6418
H 4.7110 0.8857 -4.9191
H 3.2380 1.6501 -4.4018
H 4.4629 -0.6843 -0.2216
H 3.5564 -1.8419 0.2572
*
```

Energy   -1027.1681 hartree
Lowest unoccupied orbital energy   -2.601 eV
Kohn-Sham gap   9.1 eV
Maximum force   2.8 eV/A
E_HOMO   -11.72 eV

=====

ORCA calculation (ωB97M-V with the def2-TZVPD basis set) on C21H43FeN2P3S as an isolated structure at a distorted geometry.

```
! wB97M-V def2-TZVPD RIJCOSX def2/J DEFGRID3
* xyz 3 6
Fe -0.5772 0.2959 0.2113
P -2.7200 0.0801 -0.6093
P -0.4993 0.6444 2.4253
P -0.3055 -1.8877 0.3415
H 1.2706 1.7826 -0.7217
C 0.8799 0.9059 -1.2501
C -0.2502 0.9178 -2.0840
H -0.7803 1.8349 -2.3319
C -3.6726 1.4269 -1.4125
C -3.7722 -0.3633 0.8407
C -3.1049 -1.2415 -1.8426
C 1.2813 0.9282 2.8108
C -1.1854 2.0390 3.4055
C -1.0160 -0.7101 3.5724
C -0.0880 -2.6992 -1.3007
C -1.5816 -3.0399 1.0214
C 1.1732 -2.3914 1.3432
H 1.5304 0.0324 -1.2265
H -0.4262 0.0889 -2.7829
H -2.9853 2.1030 -1.9321
H -4.2602 1.9959 -0.6820
H -4.3583 0.9919 -2.1537
H -3.6994 0.4011 1.6253
H -3.4662 -1.3226 1.2741
H -4.8149 -0.4427 0.5061
H -2.3817 -1.1851 -2.6679
H -4.1087 -1.0457 -2.2447
H -3.0884 -2.2497 -1.4123
H 1.3901 1.0654 3.8943
H 1.5950 1.8450 2.2950
H 1.9058 0.0981 2.4685
H -0.7287 2.0209 4.4065
H -2.2743 1.9419 3.5067
H -0.9478 2.9921 2.9203
H -0.9003 -0.3615 4.6066
H -0.4250 -1.6192 3.4385
H -2.0744 -0.9462 3.4067
H 0.4562 -3.6415 -1.1576
H 0.4732 -2.0573 -1.9951
H -1.0667 -2.9079 -1.7509
H -1.1740 -4.0635 0.9882
H -2.4925 -3.0123 0.4146
H -1.8296 -2.7897 2.0586
H 1.6107 -3.3072 0.9187
H 0.9034 -2.5751 2.3930
H 1.9387 -1.6032 1.3228
C 4.6243 -2.0037 -1.9255
C 5.7634 -2.2230 -1.1314
C 6.9625 -2.6088 -1.7393
C 7.0419 -2.6959 -3.1374
C 5.9503 -2.3008 -3.9267
C 4.7561 -1.9035 -3.3245
S 3.0399 -2.0275 -1.2183
H 2.8986 -0.7767 -0.6370
H 5.6748 -2.1100 -0.0519
H 7.8318 -2.8251 -1.1280
H 7.9724 -3.0117 -3.6122
H 6.0305 -2.2890 -5.0148
H 3.8930 -1.5463 -3.9048
C -3.2735 3.3998 1.2876
C -2.0339 3.7381 0.5529
N -1.0267 2.9801 0.1156
C -0.1677 3.8348 -0.5615
C -0.6497 5.1102 -0.5153
N -1.8384 5.0317 0.1775
H -3.2454 3.8537 2.2905
H -4.1492 3.8108 0.7590
H -3.3970 2.3132 1.3719
H 0.7070 3.4834 -1.0674
H -0.2429 6.0108 -0.9283
H -2.4748 5.7867 0.4110
*
```

Energy   -3620.4145 hartree
Lowest unoccupied orbital energy (spin up / spin down)   -8.563 / -12.535 eV
Kohn-Sham gap (spin up / spin down)   7.6 / 3.6 eV
Maximum force   4.1 eV/A
E_HOMO (spin up / spin down)   -16.15 / -16.14 eV
ΔE to the lowest compared entry with this formula, charge and spin   77.5 kJ/mol

=====

ORCA calculation (ωB97M-V with the def2-TZVPD basis set) on an isolated ion of composition C6H8N and charge +1 at a distorted geometry.

```
! wB97M-V def2-TZVPD RIJCOSX def2/J DEFGRID3
* xyz 1 1
C 0.6230 -1.7544 -1.0288
C 0.2813 -1.2015 0.1532
C 0.7041 -1.1264 -2.3070
C -0.0612 0.1048 0.3600
C 0.3000 0.0556 -2.6290
C -0.7968 1.9171 1.8550
N -0.4698 0.5951 1.5102
H 0.9560 -2.8247 -1.0585
H 0.6715 -1.7013 1.0609
H 1.1463 -1.8456 -2.9802
H -0.0845 1.0326 -2.8704
H 0.0132 2.4828 2.4171
H -0.7793 2.4670 0.9178
H -1.6265 1.9556 2.5229
H -0.8774 -0.1565 2.0769
*
```

Energy   -287.6926 hartree
Lowest unoccupied orbital energy (spin up / spin down)   -6.391 / -5.589 eV
Kohn-Sham gap (spin up / spin down)   6.6 / 8.1 eV
Maximum force   3.5 eV/A
E_HOMO (spin up / spin down)   -12.99 / -13.66 eV
ΔE to the lowest compared entry with this formula, charge and spin   692.3 kJ/mol

=====

ORCA calculation (ωB97M-V with the def2-TZVPD basis set) on C4H8N2OS in the gas phase at a distorted geometry.

```
! wB97M-V def2-TZVPD RIJCOSX def2/J DEFGRID3
* xyz 0 1
N -2.3520 -0.1657 -0.9994
N -2.4199 -0.7734 0.2558
C -1.4426 -0.6160 1.0367
C -0.1959 0.2407 0.8838
S -0.1822 2.0446 0.2251
C 0.5628 0.4210 -0.3679
C 2.0227 0.2245 -0.1730
O 2.4174 -1.1245 0.0291
H -3.3729 -0.0535 -1.2622
H -1.8563 0.7504 -0.9607
H -1.4306 -1.1238 2.0272
H 0.4734 0.1920 1.7864
H 0.1609 0.0910 -1.2819
H 2.6373 0.6925 -1.0270
H 2.3913 0.7404 0.6941
H 2.5865 -1.5400 -0.8661
*
```

Energy   -740.0704 hartree
Lowest unoccupied orbital energy   0.576 eV
Kohn-Sham gap   9.7 eV
Maximum force   3.0 eV/A
E_HOMO   -9.16 eV
ΔE to the lowest compared entry with this formula, charge and spin   240.4 kJ/mol

=====

Please write out number 2 again, unchanged.
ORCA calculation (ωB97M-V with the def2-TZVPD basis set) on a 2-piece molecular cluster, CH3O3P overall at a distorted geometry.

```
! wB97M-V def2-TZVPD RIJCOSX def2/J DEFGRID3
* xyz 0 1
C 1.0097 -0.3453 -0.0366
O -3.1456 0.2849 0.2982
O 1.5466 0.7659 -0.5925
O -0.8244 0.1865 0.3410
P -2.0695 -0.3655 -0.4273
H 1.0977 -0.7375 0.8970
H 0.6778 -1.0485 -0.7008
H 1.7077 1.2594 0.2211
*
```

Energy   -606.9353 hartree
Lowest unoccupied orbital energy   -0.008 eV
Kohn-Sham gap   9.6 eV
Maximum force   5.7 eV/A
E_HOMO   -9.62 eV
ΔE to the lowest compared entry with this formula, charge and spin   236.0 kJ/mol

=====

Q: Among the records above, which one has the highest maximum force?
A: CH3O3P

=====

Q: The lowest maximum force belongs to which entry?
A: C39H73N2O13